The following is a quantum chemistry calculation of C2H2BrF2NO in the gas phase in a non-equilibrium geometry, from OMol25.

Structure (XYZ):
```
9
C2H2BrF2NO ωB97M-V with the def2-TZVPD basis set
C 0.883 0.568 -0.988
C 0.591 -0.210 -2.249
N -0.157 1.346 -0.585
O 1.871 0.342 -0.360
F -0.648 -0.802 -2.262
F 0.473 0.588 -3.295
Br 1.880 -1.582 -2.541
H -1.029 1.538 -1.044
H 0.074 1.943 0.181
```

Values from the calculation:
LUMO level: 0.73 eV
structure (SMILES): NC(=O)C(F)(F)Br
relative energy (zero: lowest compared OMol25 entry of this formula, charge and spin): 7.48 kcal/mol

=====

The following is a quantum chemistry calculation of a molecular structure, C48H42LaN8O2S in a non-equilibrium geometry, from OMol25.

Structure (XYZ):
```
102
C48H42LaN8O2S ωB97M-V with the def2-TZVPD basis set
La -0.086 -0.130 -0.554
O -2.013 -0.204 1.045
C -2.782 -0.933 1.767
C -3.756 -0.401 2.657
C -4.522 -1.233 3.458
C -4.397 -2.629 3.388
C -3.479 -3.167 2.502
C -2.680 -2.366 1.663
C -1.636 -3.079 0.918
N -0.643 -2.578 0.298
N 0.302 -3.568 -0.083
C 1.386 -3.028 -0.541
O 1.685 -1.787 -0.502
C 2.442 -3.895 -1.134
C 3.778 -3.750 -0.738
C 4.737 -4.496 -1.380
C 4.372 -5.388 -2.382
C 3.043 -5.561 -2.782
C 2.095 -4.802 -2.138
H -3.748 0.669 2.796
H -5.276 -0.862 4.105
H -5.014 -3.240 4.013
H -3.303 -4.251 2.394
H -1.708 -4.146 0.964
H 4.007 -3.040 0.063
H 5.752 -4.357 -1.056
H 5.135 -5.973 -2.924
H 2.808 -6.196 -3.628
H 1.049 -4.885 -2.381
C -4.495 -1.150 -1.602
C -5.546 -0.950 -0.667
C -5.613 0.295 -0.066
C -4.696 1.301 -0.336
N -3.664 1.051 -1.214
C -3.599 -0.150 -1.900
C -4.420 2.554 0.253
C -5.004 3.252 1.307
C -4.398 4.424 1.742
C -3.171 4.879 1.107
C -2.547 4.153 0.124
C -3.164 2.965 -0.326
H -4.389 -2.112 -2.064
H -6.218 -1.774 -0.392
H -6.333 0.472 0.737
H -2.750 -0.303 -2.547
H -5.968 3.002 1.747
H -4.782 4.971 2.574
H -2.667 5.786 1.420
H -1.585 4.513 -0.271
C 3.299 -0.560 -3.039
C 2.837 0.826 -3.322
C 2.986 1.256 -4.646
C 2.561 2.500 -5.048
C 2.088 3.369 -4.051
C 1.971 2.974 -2.712
C 1.466 3.964 -1.682
C 2.346 1.700 -2.358
N 2.060 1.239 -1.031
C 3.017 1.258 -0.117
C 4.456 1.571 -0.481
C 2.629 1.029 1.256
C 3.630 1.079 2.370
N 1.338 0.771 1.477
C 0.873 0.813 2.835
C 0.921 -0.333 3.645
C 1.162 -1.671 3.034
C 0.550 -0.217 4.971
C 0.019 0.951 5.471
C -0.090 2.055 4.605
C 0.258 2.002 3.258
C -0.009 3.148 2.324
H 3.305 -0.790 -1.976
H 4.374 -0.659 -3.302
H 2.716 -1.278 -3.562
H 3.310 0.493 -5.389
H 2.537 2.830 -6.100
H 1.801 4.349 -4.365
H 2.117 4.005 -0.781
H 0.466 3.700 -1.320
H 1.477 4.985 -2.095
H 4.567 1.371 -1.536
H 5.186 0.991 0.080
H 4.724 2.637 -0.349
H 4.600 1.425 2.066
H 3.718 0.094 2.875
H 3.242 1.695 3.149
H 1.629 -1.602 2.064
H 0.236 -2.184 2.763
H 1.687 -2.410 3.683
H 0.701 -1.093 5.612
H -0.270 0.958 6.496
H -0.539 3.008 4.917
H -0.513 3.995 2.803
H -0.701 2.811 1.578
H 0.892 3.468 1.787
S -1.298 1.985 -2.200
C -2.679 2.032 -1.202
N -0.497 -1.209 -2.827
C -0.265 -1.937 -3.725
N -0.203 -2.595 -4.828
C 0.228 -3.814 -5.085
N 0.551 -4.888 -5.420
```

Values from the calculation:
2S+1: 2
LUMO level (alpha / beta): 4.19 / 4.18 eV
expectation value of S²: 0.76
total charge: -2
relative energy (zero: lowest compared OMol25 entry of this formula, charge and spin): 0.00 kcal/mol

=====

The following is a quantum chemistry calculation of 4 unconnected molecules or ions with the total composition C20H23N3O13P, from OMol25.

Structure (XYZ):
```
60
C20H23N3O13P ωB97M-V with the def2-TZVPD basis set
C -0.847 5.400 4.828
C 0.546 5.008 4.322
N 0.613 3.775 3.539
N -0.079 3.869 2.299
P -0.482 2.141 1.679
N 1.022 1.894 1.059
O -1.360 2.708 0.453
H -0.908 6.484 4.920
H -1.042 4.985 5.814
H -1.650 5.110 4.146
H 0.983 5.807 3.722
H 1.211 4.855 5.170
H 0.298 2.950 4.035
H 0.537 4.331 1.626
H -0.941 4.426 2.350
H 1.200 0.894 0.940
H 1.201 2.386 0.187
H -2.150 2.159 0.348
C 4.816 -2.874 -0.719
C 3.851 -1.950 -0.730
C 3.146 -1.516 0.526
O 2.286 -0.646 0.414
C 3.499 -2.132 1.777
C 4.465 -3.067 1.794
C 5.196 -3.487 0.536
O 6.061 -4.329 0.665
O 4.861 -3.689 2.882
O 3.426 -1.352 -1.839
H 5.321 -3.199 -1.616
H 2.974 -1.821 2.669
H 5.571 -4.305 2.607
H 2.723 -0.736 -1.570
C -5.875 3.827 -3.660
C -5.532 2.822 -2.840
C -4.402 2.955 -1.852
O -4.159 1.999 -1.126
C -3.659 4.186 -1.808
C -3.990 5.197 -2.625
C -5.140 5.077 -3.603
O -5.372 6.052 -4.289
O -3.368 6.357 -2.655
O -6.145 1.649 -2.822
H -6.685 3.747 -4.371
H -2.849 4.244 -1.095
H -3.822 6.895 -3.336
H -5.709 1.109 -2.138
C 1.209 -5.959 -0.175
C 0.113 -6.731 -0.236
C -0.420 -7.271 -1.546
O -1.412 -7.970 -1.483
C 0.270 -6.923 -2.771
C 1.363 -6.149 -2.708
C 1.905 -5.629 -1.398
O 2.913 -4.942 -1.449
O 2.059 -5.776 -3.768
O -0.593 -7.089 0.819
H 1.598 -5.572 0.757
H -0.124 -7.302 -3.703
H 2.799 -5.232 -3.438
H -1.320 -7.652 0.484
```

Values from the calculation:
LUMO level: -3.63 eV
total charge: +1

=====

The following is a quantum chemistry calculation of 9 unconnected molecules or ions with the total composition C32H66F4N8O11 in a non-equilibrium geometry, from OMol25.

Structure (XYZ):
```
121
C32H66F4N8O11 ωB97M-V with the def2-TZVPD basis set
O 3.094 0.012 6.598
C 2.758 0.527 5.499
O 3.649 0.349 4.412
C 4.344 1.576 4.065
C 5.007 2.349 5.300
C 5.694 3.687 4.669
F 6.986 3.864 5.289
O 1.558 1.273 5.459
C 0.713 0.892 4.338
C -0.196 2.193 3.984
C -1.459 2.277 4.986
F -2.272 1.121 5.249
C -1.772 3.498 5.673
F -2.100 4.710 5.034
F -1.765 3.509 7.090
H 5.217 1.267 3.375
H 3.708 2.298 3.427
H 5.864 1.756 5.795
H 4.271 2.716 6.088
H 5.044 4.573 5.016
H 5.735 3.656 3.529
H 0.012 0.029 4.642
H 1.293 0.593 3.405
H 0.492 3.096 4.154
H -0.524 2.211 2.893
C -1.425 -0.097 0.474
O -0.587 0.535 1.097
N -2.724 0.269 0.308
C -3.664 -0.538 -0.450
C -3.184 1.506 0.908
H -1.180 -1.051 -0.021
H -4.048 0.052 -1.276
H -4.490 -0.829 0.206
H -3.185 -1.435 -0.842
H -2.597 2.338 0.509
H -3.034 1.458 1.990
H -4.241 1.665 0.690
C -4.560 -1.010 -4.083
O -4.183 -0.879 -2.929
N -4.174 -0.231 -5.129
C -4.667 -0.447 -6.477
C -3.239 0.851 -4.888
H -5.270 -1.801 -4.373
H -3.821 -0.652 -7.136
H -5.182 0.451 -6.816
H -5.358 -1.291 -6.510
H -2.314 0.440 -4.477
H -3.670 1.541 -4.158
H -3.024 1.384 -5.814
C 3.752 -5.115 6.567
O 3.519 -4.918 5.388
N 4.223 -4.184 7.442
C 4.477 -4.495 8.834
C 4.480 -2.837 6.965
H 3.591 -6.102 7.031
H 3.857 -3.849 9.462
H 5.532 -4.314 9.053
H 4.240 -5.538 9.051
H 3.555 -2.416 6.568
H 5.220 -2.878 6.161
H 4.852 -2.208 7.774
C -7.011 -2.428 -0.369
O -7.531 -1.328 -0.379
N -7.017 -3.294 0.685
C -6.374 -4.590 0.620
C -7.690 -2.904 1.909
H -6.474 -2.820 -1.248
H -7.122 -5.369 0.791
H -5.605 -4.646 1.395
H -5.910 -4.749 -0.355
H -8.742 -2.707 1.692
H -7.234 -1.988 2.292
H -7.611 -3.694 2.657
C -4.204 2.403 -8.181
O -4.144 1.280 -8.654
N -3.893 3.551 -8.841
C -3.990 4.851 -8.209
C -3.451 3.471 -10.221
H -4.528 2.576 -7.141
H -4.698 5.468 -8.769
H -3.006 5.326 -8.218
H -4.333 4.760 -7.177
H -4.234 2.997 -10.820
H -2.548 2.856 -10.272
H -3.240 4.466 -10.614
C 0.424 2.157 -10.528
O -0.651 2.716 -10.395
N 0.593 0.866 -10.926
C 1.905 0.267 -11.062
C -0.580 0.064 -11.221
H 1.375 2.677 -10.330
H 2.041 -0.062 -12.096
H 1.976 -0.594 -10.393
H 2.690 0.982 -10.809
H -1.147 0.541 -12.025
H -1.212 0.012 -10.331
H -0.289 -0.942 -11.524
C 2.649 -10.200 3.357
O 2.417 -10.001 2.180
N 3.122 -9.270 4.235
C 3.375 -9.583 5.626
C 3.380 -7.923 3.761
H 2.488 -11.188 3.820
H 2.756 -8.938 6.255
H 4.430 -9.403 5.846
H 3.137 -10.626 5.841
H 2.455 -7.500 3.365
H 4.120 -7.962 2.957
H 3.752 -7.296 4.571
C 5.229 6.179 2.864
O 4.279 5.419 2.917
N 5.229 7.396 2.252
C 6.402 8.247 2.231
C 4.017 7.854 1.602
H 6.198 5.928 3.326
H 6.163 9.196 2.716
H 6.690 8.430 1.193
H 7.236 7.778 2.756
H 3.211 7.903 2.339
H 3.736 7.141 0.823
H 4.169 8.839 1.159
```

Values from the calculation:
LUMO level: -0.05 eV
structure (SMILES): O=C(OCCCF)OCCC(F)=C(F)F.CN(C)C=O.CN(C)C=O.CN(C)C=O.CN(C)C=O.CN(C)C=O.CN(C)C=O.CN(C)C=O.CN(C)C=O

=====

The following is a quantum chemistry calculation of 2 unconnected molecules or ions with the total composition C3H6S2 in a non-equilibrium geometry, from OMol25.

Structure (XYZ):
```
11
C3H6S2 ωB97M-V with the def2-TZVPD basis set
C -0.649 -0.673 -0.094
C -2.135 -0.480 0.051
C -0.967 0.577 0.035
S 2.730 0.323 0.017
S -0.370 2.209 -0.053
H 0.125 -1.443 0.078
H 3.279 -0.859 0.367
H -2.653 -0.527 -0.905
H -2.761 -0.542 1.042
H 3.847 0.698 -0.707
H -1.409 2.790 0.575
```

Values from the calculation:
LUMO level: 0.68 eV
structure (SMILES): SC1=CC1.S
relative energy (zero: lowest compared OMol25 entry of this formula, charge and spin): 74.18 kcal/mol

=====

The following is a quantum chemistry calculation of a molecular structure, C35H52OP4SeSm in a non-equilibrium geometry, from OMol25.

Structure (XYZ):
```
94
C35H52OP4SeSm ωB97M-V with the def2-TZVPD basis set
Sm -0.304 0.140 -0.211
P 2.332 0.530 -1.295
P 0.249 2.828 0.704
P -0.724 -1.413 -2.603
H -7.430 3.671 -1.587
C -7.726 2.620 -1.453
C -7.172 1.809 -0.519
H -6.537 2.156 0.302
C 2.672 1.520 -2.799
C 3.601 1.223 -0.188
C 3.144 -1.036 -1.745
C -1.404 3.640 0.852
C 0.984 3.138 2.346
C 1.127 4.063 -0.334
C -2.534 -1.188 -2.896
C -0.555 -3.232 -2.754
C -0.020 -0.818 -4.186
H -8.587 2.321 -2.101
H -7.464 0.757 -0.461
H 3.746 1.439 -3.010
H 2.403 2.569 -2.628
H 2.089 1.147 -3.649
H 4.517 1.390 -0.773
H 3.827 0.525 0.624
H 3.265 2.169 0.249
H 4.082 -0.787 -2.260
H 2.506 -1.639 -2.400
H 3.381 -1.613 -0.845
H -1.328 4.567 1.445
H -2.085 2.942 1.367
H -1.809 3.860 -0.147
H 1.010 4.217 2.564
H 2.007 2.736 2.367
H 0.406 2.608 3.114
H 1.252 4.996 0.233
H 0.545 4.252 -1.249
H 2.111 3.692 -0.648
H -2.882 -1.921 -3.637
H -2.743 -0.164 -3.238
H -3.065 -1.352 -1.945
H -1.208 -3.614 -3.551
H -0.828 -3.697 -1.799
H 0.487 -3.498 -2.972
H -0.371 -1.453 -5.013
H 1.076 -0.850 -4.141
H -0.314 0.229 -4.359
C -2.532 2.997 -3.461
C -3.571 2.879 -2.522
C -4.869 3.207 -2.872
C -5.165 3.549 -4.194
C -4.131 3.636 -5.136
C -2.818 3.353 -4.782
Se -0.686 2.715 -3.055
H -1.119 1.923 -1.829
H -3.399 2.520 -1.513
H -5.636 3.135 -2.098
H -6.199 3.730 -4.497
H -4.334 3.936 -6.163
H -2.001 3.405 -5.499
O 0.601 -1.025 1.306
P 1.295 -1.960 2.357
C 0.890 -1.411 4.014
C 1.520 -1.901 5.182
C 1.182 -1.399 6.445
C 0.220 -0.393 6.555
C -0.417 0.095 5.414
C -0.104 -0.437 4.165
C 0.681 -3.596 1.994
C -0.056 -4.351 2.922
C -0.504 -5.636 2.594
C -0.235 -6.172 1.333
C 0.445 -5.407 0.376
C 0.888 -4.123 0.703
C 3.093 -1.817 2.183
C 3.869 -2.791 1.519
C 5.255 -2.619 1.394
C 5.896 -1.535 2.000
C 5.140 -0.590 2.696
C 3.756 -0.748 2.815
H 2.265 -2.694 5.106
H 1.679 -1.797 7.338
H -0.029 -0.001 7.536
H -1.167 0.883 5.499
H -0.651 -0.087 3.295
H -0.263 -3.946 3.908
H -1.063 -6.225 3.325
H -0.555 -7.181 1.079
H 0.646 -5.808 -0.625
H 1.415 -3.530 -0.055
H 3.404 -3.710 1.147
H 5.835 -3.345 0.824
H 6.979 -1.416 1.912
H 5.629 0.265 3.158
H 3.188 -0.051 3.438
```

Values from the calculation:
2S+1: 6
LUMO level (alpha / beta): -10.09 / -8.81 eV
expectation value of S²: 8.76
total charge: +3
relative energy (zero: lowest compared OMol25 entry of this formula, charge and spin): 0.00 kcal/mol

=====

What did the sixth record say?
The following is a quantum chemistry calculation of a molecular structure, C35H52OP4SeSm in a non-equilibrium geometry, from OMol25.

Structure (XYZ):
```
94
C35H52OP4SeSm ωB97M-V with the def2-TZVPD basis set
Sm -0.304 0.140 -0.211
P 2.332 0.530 -1.295
P 0.249 2.828 0.704
P -0.724 -1.413 -2.603
H -7.430 3.671 -1.587
C -7.726 2.620 -1.453
C -7.172 1.809 -0.519
H -6.537 2.156 0.302
C 2.672 1.520 -2.799
C 3.601 1.223 -0.188
C 3.144 -1.036 -1.745
C -1.404 3.640 0.852
C 0.984 3.138 2.346
C 1.127 4.063 -0.334
C -2.534 -1.188 -2.896
C -0.555 -3.232 -2.754
C -0.020 -0.818 -4.186
H -8.587 2.321 -2.101
H -7.464 0.757 -0.461
H 3.746 1.439 -3.010
H 2.403 2.569 -2.628
H 2.089 1.147 -3.649
H 4.517 1.390 -0.773
H 3.827 0.525 0.624
H 3.265 2.169 0.249
H 4.082 -0.787 -2.260
H 2.506 -1.639 -2.400
H 3.381 -1.613 -0.845
H -1.328 4.567 1.445
H -2.085 2.942 1.367
H -1.809 3.860 -0.147
H 1.010 4.217 2.564
H 2.007 2.736 2.367
H 0.406 2.608 3.114
H 1.252 4.996 0.233
H 0.545 4.252 -1.249
H 2.111 3.692 -0.648
H -2.882 -1.921 -3.637
H -2.743 -0.164 -3.238
H -3.065 -1.352 -1.945
H -1.208 -3.614 -3.551
H -0.828 -3.697 -1.799
H 0.487 -3.498 -2.972
H -0.371 -1.453 -5.013
H 1.076 -0.850 -4.141
H -0.314 0.229 -4.359
C -2.532 2.997 -3.461
C -3.571 2.879 -2.522
C -4.869 3.207 -2.872
C -5.165 3.549 -4.194
C -4.131 3.636 -5.136
C -2.818 3.353 -4.782
Se -0.686 2.715 -3.055
H -1.119 1.923 -1.829
H -3.399 2.520 -1.513
H -5.636 3.135 -2.098
H -6.199 3.730 -4.497
H -4.334 3.936 -6.163
H -2.001 3.405 -5.499
O 0.601 -1.025 1.306
P 1.295 -1.960 2.357
C 0.890 -1.411 4.014
C 1.520 -1.901 5.182
C 1.182 -1.399 6.445
C 0.220 -0.393 6.555
C -0.417 0.095 5.414
C -0.104 -0.437 4.165
C 0.681 -3.596 1.994
C -0.056 -4.351 2.922
C -0.504 -5.636 2.594
C -0.235 -6.172 1.333
C 0.445 -5.407 0.376
C 0.888 -4.123 0.703
C 3.093 -1.817 2.183
C 3.869 -2.791 1.519
C 5.255 -2.619 1.394
C 5.896 -1.535 2.000
C 5.140 -0.590 2.696
C 3.756 -0.748 2.815
H 2.265 -2.694 5.106
H 1.679 -1.797 7.338
H -0.029 -0.001 7.536
H -1.167 0.883 5.499
H -0.651 -0.087 3.295
H -0.263 -3.946 3.908
H -1.063 -6.225 3.325
H -0.555 -7.181 1.079
H 0.646 -5.808 -0.625
H 1.415 -3.530 -0.055
H 3.404 -3.710 1.147
H 5.835 -3.345 0.824
H 6.979 -1.416 1.912
H 5.629 0.265 3.158
H 3.188 -0.051 3.438
```

Values from the calculation:
2S+1: 6
LUMO level (alpha / beta): -10.09 / -8.81 eV
expectation value of S²: 8.76
total charge: +3
relative energy (zero: lowest compared OMol25 entry of this formula, charge and spin): 0.00 kcal/mol